[1]
Computed, not measured: a molecular structure, C2H4N4O2, with ωB97M-V with the def2-TZVPD basis set.

```
12
Properties=species:S:1:pos:R:3:lowdin_charge:R:1
C 0.430 0.269 0.338 -0.4400
C 0.469 -0.145 -1.839 -0.2445
H -0.853 0.467 2.119 0.1369
H 2.070 1.030 -0.780 0.2447
H 0.706 -0.139 -2.873 0.1249
H -1.893 -1.406 1.207 0.2976
N 0.901 0.842 1.339 0.0468
N 1.033 0.545 -0.860 0.0926
N -0.535 -0.744 -1.462 0.1150
N -0.590 -0.597 -0.017 -0.1776
O 0.153 0.413 2.556 -0.1365
O -1.892 -0.535 0.270 -0.0598
```

Properties
Calculated total energy (eV): -12187.09769
HOMO energy (eV): -8.47
Molar mass (g/mol): 116.08
Orbital gap (eV): 8.43
Energy above the lowest of the compared OMol25 structures with the same formula, charge and spin (eV): 6.390
LUMO (Ha): -0.0015

***

[2]
Computed, not measured: a molecular structure, C37H52N2O3P2RbSi2, with ωB97M-V with the def2-TZVPD basis set.

```
99
Properties=species:S:1:pos:R:3:lowdin_charge:R:1
Rb -0.918 -0.218 1.840 0.8954
C -2.297 -3.010 3.809 -0.1070
O -2.632 -1.721 3.354 -0.3296
C -3.815 -1.228 3.928 -0.2199
C -4.145 0.110 3.293 -0.1793
O -3.082 1.036 3.344 -0.1996
C -2.761 1.566 4.616 -0.1785
C -1.264 1.743 4.703 -0.2202
O -0.672 0.473 4.867 -0.2270
C 0.742 0.536 4.785 -0.1202
H -3.082 -3.730 3.554 0.0868
H -2.131 -3.012 4.893 0.0951
H -1.378 -3.306 3.306 0.0953
H -3.692 -1.146 5.017 0.1237
H -4.652 -1.916 3.740 0.1335
H -5.046 0.515 3.776 0.1335
H -4.357 -0.029 2.233 0.1361
H -3.087 0.899 5.420 0.1264
H -3.265 2.531 4.746 0.1323
H -1.010 2.400 5.548 0.1351
H -0.895 2.227 3.788 0.1205
H 1.070 0.907 3.808 0.0314
H 1.120 -0.476 4.928 0.0965
H 1.150 1.185 5.570 0.0994
C 1.878 3.736 3.062 -0.1742
Si 2.767 2.439 2.005 0.2709
C 3.969 3.416 0.922 -0.1754
C 3.907 1.483 3.194 -0.1862
N 1.673 1.423 1.235 -0.3039
P 1.357 1.132 -0.317 0.5453
C -0.117 0.501 -0.648 -0.6130
P -0.833 -0.716 -1.482 0.5419
N -1.979 -1.504 -0.687 -0.3064
Si -3.076 -2.730 -0.987 0.2664
C -3.636 -3.508 0.645 -0.1806
C -4.684 -2.171 -1.820 -0.1826
C -2.411 -4.199 -1.987 -0.1810
C -1.495 -0.088 -3.088 -0.2639
C -2.211 -0.881 -3.980 -0.1210
C -2.690 -0.364 -5.173 -0.0981
C -2.462 0.971 -5.490 -0.1119
C -1.756 1.772 -4.606 -0.0914
C -1.277 1.243 -3.415 -0.0723
C 0.338 -2.021 -2.075 -0.2666
C 0.968 -2.801 -1.107 -0.0981
C 1.870 -3.791 -1.453 -0.0927
C 2.149 -4.046 -2.791 -0.1102
C 1.529 -3.285 -3.767 -0.1041
C 0.645 -2.275 -3.409 -0.0966
C 1.547 2.747 -1.198 -0.2814
C 0.560 3.700 -0.954 -0.1081
C 0.607 4.946 -1.552 -0.1001
C 1.643 5.267 -2.424 -0.1146
C 2.627 4.327 -2.681 -0.1005
C 2.579 3.080 -2.066 -0.1034
C 2.774 0.158 -0.982 -0.2692
C 2.891 -0.130 -2.340 -0.1099
C 3.924 -0.918 -2.818 -0.0946
C 4.860 -1.446 -1.938 -0.1066
C 4.748 -1.182 -0.581 -0.0957
C 3.712 -0.386 -0.112 -0.0871
H 2.558 4.287 3.714 0.0201
H 1.114 3.268 3.687 -0.0125
H 1.372 4.454 2.413 0.0213
H 4.746 3.838 1.568 0.0219
H 3.488 4.235 0.386 0.0193
H 4.460 2.780 0.182 0.0220
H 4.407 2.151 3.899 0.0192
H 4.686 0.971 2.625 0.0130
H 3.376 0.723 3.767 0.0040
H -3.988 -2.737 1.333 0.0068
H -2.794 -4.016 1.118 0.0185
H -4.434 -4.237 0.500 0.0237
H -5.101 -1.318 -1.279 0.0193
H -5.427 -2.973 -1.818 0.0159
H -4.532 -1.853 -2.851 0.0021
H -1.515 -4.609 -1.514 0.0193
H -2.135 -3.948 -3.013 0.0080
H -3.165 -4.992 -2.031 0.0185
H -2.391 -1.924 -3.748 0.0760
H -3.240 -1.002 -5.856 0.0949
H -2.836 1.382 -6.420 0.0895
H -1.571 2.814 -4.842 0.0953
H -0.720 1.852 -2.711 0.0773
H 0.754 -2.618 -0.058 0.1014
H 2.360 -4.367 -0.676 0.0972
H 2.851 -4.825 -3.064 0.0920
H 1.742 -3.463 -4.816 0.0956
H 0.196 -1.673 -4.189 0.0960
H -0.262 3.446 -0.293 0.1035
H -0.172 5.671 -1.342 0.0930
H 1.678 6.241 -2.897 0.0885
H 3.444 4.560 -3.354 0.0940
H 3.374 2.371 -2.261 0.0930
H 2.152 0.259 -3.033 0.1132
H 3.987 -1.137 -3.877 0.1002
H 5.665 -2.070 -2.309 0.0920
H 5.467 -1.596 0.116 0.0932
H 3.612 -0.182 0.947 0.0717
```

Properties
Calculated total energy (eV): -83327.67344
HOMO energy (eV): -3.51
Molar mass (g/mol): 776.42
Orbital gap (eV): 5.19
Energy above the lowest of the compared OMol25 structures with the same formula, charge and spin (eV): 0.083
LUMO (Ha): 0.0618
Net charge: -1

***

[3]
Computed, not measured: 12 unconnected molecules or ions with the total composition C48H81N9O6S3, with ωB97M-V with the def2-TZVPD basis set.

```
147
Properties=species:S:1:pos:R:3:lowdin_charge:R:1
O -0.490 1.964 0.233 -0.3480
S -1.359 0.772 0.230 0.7235
O -2.185 0.476 1.433 -0.3687
C -2.474 0.814 -1.264 -0.1964
C -1.502 0.420 -2.412 -0.2241
C -0.874 -0.838 -1.864 -0.2344
C -0.451 -0.681 -0.361 -0.2061
H -2.939 1.795 -1.365 0.1014
H -3.205 0.019 -1.116 0.1020
H -1.927 0.316 -3.410 0.1157
H -0.703 1.150 -2.541 0.1131
H 0.017 -1.139 -2.415 0.1116
H -1.530 -1.705 -1.950 0.1119
H 0.591 -0.591 -0.055 0.1034
H -0.901 -1.548 0.124 0.0951
O -5.975 -4.217 1.283 -0.3246
S -6.720 -5.309 1.854 0.6747
O -7.636 -6.041 1.004 -0.3445
C -5.607 -6.461 2.754 -0.2014
C -5.840 -6.224 4.289 -0.2068
C -7.349 -5.930 4.446 -0.2160
C -7.736 -4.864 3.349 -0.1894
H -4.628 -6.114 2.424 0.0864
H -5.717 -7.466 2.347 0.1007
H -5.545 -7.008 4.987 0.1114
H -5.407 -5.291 4.648 0.1086
H -7.513 -5.675 5.493 0.1080
H -7.846 -6.887 4.286 0.1092
H -7.355 -3.866 3.565 0.0869
H -8.782 -4.699 3.090 0.0968
O 10.099 -6.760 0.019 -0.3296
S 8.699 -7.047 0.049 0.6844
O 8.126 -8.252 0.664 -0.3452
C 7.712 -5.547 0.659 -0.1785
C 6.822 -5.042 -0.549 -0.1909
C 6.787 -6.193 -1.583 -0.2100
C 8.117 -7.023 -1.628 -0.2351
H 8.342 -4.827 1.181 0.0910
H 7.136 -5.971 1.481 0.0830
H 5.883 -4.752 -0.079 0.1055
H 7.244 -4.155 -1.022 0.1052
H 6.581 -5.796 -2.577 0.1064
H 5.989 -6.868 -1.275 0.1088
H 8.864 -6.484 -2.211 0.0963
H 8.065 -7.989 -2.131 0.1084
C -0.012 9.281 4.383 -0.0943
C 1.107 9.940 3.743 -0.1185
C 1.675 8.982 3.001 -0.1849
N 0.914 7.829 2.916 0.0094
C -0.145 7.995 3.782 -0.1297
H -0.736 9.631 5.104 0.0770
H 1.386 10.982 3.790 0.0929
H 2.576 9.174 2.438 0.1039
H 1.019 7.052 2.279 0.1453
H -0.854 7.209 3.997 0.0990
C -8.545 -2.025 -6.652 -0.1476
C -7.645 -0.962 -6.642 -0.1365
C -7.682 -0.314 -7.847 -0.1085
N -8.697 -0.969 -8.620 0.0249
C -9.119 -2.037 -7.816 -0.1709
H -8.684 -2.615 -5.758 0.1061
H -6.933 -0.652 -5.892 0.0927
H -7.090 0.509 -8.219 0.0962
H -9.095 -0.696 -9.507 0.1340
H -9.920 -2.656 -8.194 0.1095
C 2.696 4.253 -6.908 -0.1043
C 2.824 3.105 -7.731 -0.1393
C 3.398 3.492 -8.884 -0.1614
N 3.635 4.845 -8.801 -0.0185
C 3.249 5.364 -7.591 -0.1032
H 2.310 4.152 -5.905 0.0834
H 2.556 2.083 -7.508 0.0919
H 3.764 2.936 -9.735 0.1059
H 4.002 5.288 -9.632 0.1439
H 3.297 6.416 -7.353 0.1022
C 6.397 -1.302 -6.783 -0.1064
C 7.273 -0.023 -6.865 -0.2408
C 7.202 1.004 -5.710 -0.1657
C 6.112 0.657 -4.765 -0.2411
N 5.326 0.382 -3.966 0.1361
H 6.137 -1.667 -5.789 0.0611
H 6.700 -2.207 -7.308 0.0675
H 5.433 -1.044 -7.220 0.0675
H 7.346 0.537 -7.797 0.1020
H 8.291 -0.408 -6.809 0.0911
H 7.178 1.996 -6.162 0.1156
H 8.104 0.859 -5.114 0.1125
C -3.851 8.917 -4.360 -0.1057
C -2.394 8.974 -4.900 -0.2585
C -1.976 10.383 -5.226 -0.2061
C -0.829 10.497 -6.193 -0.2187
N 0.081 10.638 -6.891 0.1213
H -3.987 7.925 -3.928 0.0671
H -4.590 9.107 -5.138 0.0759
H -4.001 9.547 -3.483 0.0688
H -2.524 8.391 -5.812 0.1082
H -1.625 8.512 -4.281 0.1138
H -1.708 11.018 -4.382 0.1198
H -2.772 10.918 -5.744 0.1143
C -2.988 -1.784 8.913 -0.1105
C -1.560 -2.256 8.672 -0.2927
C -0.660 -1.529 7.659 -0.1676
C 0.677 -2.187 7.585 -0.2335
N 1.685 -2.701 7.552 0.1357
H -3.451 -2.562 9.520 0.0708
H -3.555 -1.806 7.983 0.0709
H -3.079 -0.838 9.448 0.0754
H -1.600 -3.312 8.407 0.1066
H -1.105 -2.278 9.662 0.1078
H -0.722 -0.483 7.957 0.1222
H -1.098 -1.792 6.697 0.1151
C 5.846 3.445 3.455 -0.1175
C 6.613 2.225 3.979 -0.2321
C 8.088 2.131 3.409 -0.1957
C 8.844 3.355 3.541 -0.2277
N 9.339 4.424 3.618 0.1431
H 5.546 4.170 4.211 0.0734
H 4.850 3.129 3.144 0.0618
H 6.326 3.899 2.588 0.0732
H 5.895 1.408 3.906 0.1013
H 6.752 2.272 5.059 0.0981
H 8.037 1.743 2.392 0.1135
H 8.588 1.277 3.865 0.1085
C -7.916 3.873 3.276 -0.0982
C -8.550 4.440 4.572 -0.2792
C -7.866 3.998 5.847 -0.1894
C -6.409 4.492 6.171 -0.1751
N -5.352 4.917 6.428 0.1085
H -8.198 2.828 3.148 0.0739
H -6.885 4.219 3.204 0.0777
H -8.493 4.311 2.461 0.0649
H -9.612 4.197 4.544 0.1074
H -8.506 5.529 4.565 0.1050
H -7.735 2.920 5.761 0.0989
H -8.521 4.021 6.718 0.1058
C 1.874 -7.830 2.786 -0.0966
C 2.585 -9.179 2.428 -0.2612
C 1.697 -10.415 2.368 -0.2131
C 2.452 -11.666 2.172 -0.2001
N 3.022 -12.709 2.183 0.1292
H 2.661 -7.131 3.068 0.0674
H 1.240 -7.999 3.657 0.0676
H 1.223 -7.351 2.055 0.0637
H 3.324 -9.164 3.228 0.1062
H 3.207 -9.252 1.536 0.1052
H 0.920 -10.294 1.613 0.1177
H 1.120 -10.374 3.292 0.1144
```

Properties
Calculated total energy (eV): -109282.25781
Structure (SMILES): O=S1(=O)CCCC1.O=S1(=O)CCCC1.O=S1(=O)CCCC1.c1cc[nH]c1.c1cc[nH]c1.c1cc[nH]c1.CCCC#N.CCCC#N.CCCC#N.CCCC#N.CCCC#N.CCCC#N
HOMO energy (eV): -7.97
Molar mass (g/mol): 976.43
Orbital gap (eV): 7.99
Energy above the lowest of the compared OMol25 structures with the same formula, charge and spin (eV): 4.798
LUMO (Ha): 0.0006

***

[4]
Computed, not measured: a molecular structure, C28H47BrNOP3Sn, with ωB97M-V with the def2-TZVPD basis set.

```
82
Properties=species:S:1:pos:R:3:lowdin_charge:R:1
C 5.343 -2.317 -5.588 -0.0089
C 5.370 -1.500 -4.446 -0.2278
C 6.581 -0.870 -4.141 -0.0147
C 7.680 -1.050 -4.984 -0.1214
N 7.634 -1.807 -6.076 0.0724
C 6.495 -2.432 -6.368 -0.1217
C 4.223 -1.338 -3.581 0.0869
C 3.261 -1.288 -2.834 0.0362
C 2.163 -1.368 -1.952 -0.2174
C 0.851 -1.287 -2.448 0.0013
C -0.205 -1.537 -1.572 -0.1384
C 0.077 -1.722 -0.220 -0.3318
C 1.355 -1.926 0.264 -0.1157
C 2.418 -1.663 -0.602 0.0097
Sn -1.263 -0.562 0.990 1.0507
P -2.300 1.591 0.111 0.9141
H 6.675 -0.256 -3.246 0.1166
H 4.444 -2.867 -5.860 0.1159
H 8.620 -0.562 -4.762 0.1116
H 6.498 -3.050 -7.258 0.1121
H 3.448 -1.690 -0.247 0.1374
H 0.678 -1.035 -3.494 0.1322
H 1.547 -2.193 1.296 0.1017
H -1.223 -1.462 -1.936 0.0753
C -3.557 2.256 1.232 -0.3605
C -3.542 3.775 1.392 -0.1065
H -3.425 1.765 2.211 0.0944
H -4.532 1.918 0.842 0.1017
H -4.324 4.051 2.108 0.1000
H -2.587 4.146 1.779 0.0717
H -3.751 4.292 0.448 0.0818
C -0.789 2.599 0.057 -0.3907
C -0.299 3.062 -1.312 -0.0993
H 0.007 1.984 0.518 0.0382
H -0.962 3.445 0.742 0.0871
H 0.677 3.544 -1.170 0.0988
H -0.156 2.237 -2.024 0.0789
H -0.984 3.794 -1.755 0.0803
C -3.046 1.416 -1.529 -0.3580
C -3.840 2.633 -2.005 -0.1009
H -3.688 0.520 -1.495 0.0670
H -2.226 1.193 -2.230 0.0922
H -4.151 2.458 -3.042 0.0997
H -4.745 2.799 -1.406 0.0837
H -3.248 3.557 -1.987 0.0761
Br -1.884 -2.101 3.023 0.3062
P 1.570 0.947 3.990 0.9585
C 0.665 2.268 3.104 -0.4515
C 0.536 3.489 4.030 -0.1600
H -0.320 1.873 2.788 0.0333
H 1.252 2.525 2.203 0.0706
H 0.276 4.393 3.466 0.0660
H -0.234 3.321 4.794 0.0774
H 1.480 3.681 4.554 0.0698
C 0.439 -0.422 4.291 -0.5647
C 0.752 -1.076 5.640 -0.1528
H 0.539 -1.128 3.451 -0.0198
H -0.570 0.014 4.280 0.0273
H -0.101 -1.667 5.989 0.0685
H 1.628 -1.736 5.572 0.0816
H 0.976 -0.305 6.386 0.0672
C 2.730 0.279 2.735 -0.4368
C 4.082 0.975 2.948 -0.1663
H 2.306 0.465 1.733 0.0557
H 2.804 -0.811 2.899 0.0785
H 4.878 0.442 2.419 0.0704
H 4.051 2.010 2.585 0.0717
H 4.340 1.009 4.015 0.0672
C -4.083 -3.998 0.705 -0.1610
P -3.901 -2.680 -0.505 0.6230
C -3.448 -3.407 -2.089 -0.1537
C -5.434 -1.748 -0.721 -0.1539
O -2.839 -1.694 -0.027 -0.5864
H -3.208 -4.660 0.630 0.0772
H -4.990 -4.603 0.543 0.0792
H -4.099 -3.559 1.715 0.0257
H -4.263 -4.077 -2.409 0.0800
H -3.302 -2.647 -2.868 0.0656
H -2.531 -4.002 -1.995 0.0730
H -5.646 -1.168 0.193 0.0688
H -5.352 -1.056 -1.576 0.0567
H -6.301 -2.399 -0.909 0.0757
```

Properties
Calculated total energy (eV): -137060.98623
HOMO energy (eV): -12.49
Molar mass (g/mol): 705.23
Orbital gap (eV): 4.12
Energy above the lowest of the compared OMol25 structures with the same formula, charge and spin (eV): 0.000
LUMO (Ha): -0.3077
Net charge: +2